(1)
Formula: C24H34N6O3
Source: the OMol25 dataset
Level of theory: ωB97M-V with the def2-TZVPD basis set

Last column: natural (NBO) charge in e.
CARTESIAN COORDINATES (ANGSTROEM)
1 C -8.8138 -2.0928 1.0738  -0.6436
2 C -7.7134 -1.1128 1.5684  -0.1058
3 H -7.5905 -1.1574 2.6208  0.1925
4 H -8.1320 -0.1095 1.3381  0.2235
5 O -6.5340 -1.4757 0.8749  -0.4792
6 C -6.3525 -0.8125 -0.1005  0.7873
7 O -7.1747 -0.1748 -0.5904  -0.6310
8 C -4.9123 -1.0501 -0.7429  -0.2615
9 C -4.5825 -0.2870 -1.9938  -0.3875
10 C -4.2877 1.1273 -1.6159  -0.2256
11 N -3.3915 1.5679 -0.5485  -0.4188
12 C -2.2862 2.1118 -0.9719  0.6992
13 O -1.9415 2.2355 -2.1109  -0.6332
14 C -1.1453 2.3023 0.2953  -0.2607
15 H -1.7047 2.4296 1.0583  0.1778
16 C -0.3131 3.3581 0.0335  -0.4572
17 H -0.0860 3.2653 -1.1236  0.2200
18 C 1.0815 3.1993 0.6526  -0.1974
19 N 1.8826 2.1533 0.0532  -0.3559
20 C 3.0756 1.9665 0.3647  0.3854
21 N 3.7362 2.9564 0.6705  -0.5145
22 C 4.9752 2.9827 1.0532  0.2959
23 N 5.8925 2.0004 0.6541  -0.4965
24 C 5.1696 0.8944 0.2675  0.3009
25 N 5.7370 -0.1825 -0.5586  -0.3880
26 C 4.7538 -1.0718 -0.7498  0.4092
27 N 3.5452 -0.6457 -0.6356  -0.4837
28 C 3.8834 0.9353 -0.1457  -0.0001
29 C 4.7401 -2.5179 -1.1344  -0.4432
30 H 3.8612 -2.8630 -1.4685  0.2496
31 C 5.4192 -3.3179 -0.2434  -0.4010
32 C 6.8857 -3.3030 -0.1274  -0.3311
33 C 7.3780 -1.9154 0.6548  -0.3887
34 C 7.0989 -0.8689 -0.2894  -0.2905
35 H 7.6291 0.0596 0.1236  0.2329
36 H 7.5197 -0.7552 -1.2440  0.2296
37 H 8.4400 -2.0042 0.6922  0.2212
38 H 6.8092 -1.7841 1.8398  0.2158
39 H 7.2450 -4.0484 0.6563  0.2019
40 H 7.2996 -3.2608 -0.8728  0.1438
41 H 4.9781 -3.3450 0.9191  0.1872
42 H 5.0676 -4.3826 -0.2684  0.2281
43 H 5.3618 -2.5248 -2.1035  0.1981
44 H 5.5185 3.6260 1.3415  0.1490
45 C 0.8304 1.0571 -0.4742  -0.2095
46 H 1.6433 -0.0093 -0.3811  0.2700
47 C -0.2566 0.8143 0.4749  -0.3889
48 H -0.7858 -0.0947 0.1621  0.2205
49 H -0.0393 0.8842 1.3779  0.1867
50 H 0.5422 1.2670 -1.3979  0.1982
51 H 1.0359 3.2748 1.6165  0.1735
52 H 1.7852 4.1463 0.2776  0.2161
53 H -0.5162 4.3893 0.1197  0.2419
54 C -3.6338 0.6473 0.7723  -0.2210
55 H -2.8421 0.8490 1.5638  0.2260
56 C -3.8116 -0.6839 0.6793  -0.4148
57 H -4.1767 -1.3093 1.3385  0.2384
58 H -2.9753 -1.1958 0.2170  0.2067
59 H -4.6319 1.2441 1.0271  0.2067
60 H -3.8299 1.6810 -2.2071  0.2225
61 H -5.2097 1.5427 -1.3681  0.1898
62 H -5.2778 -0.4297 -2.5415  0.2013
63 H -3.5618 -0.7218 -2.3792  0.1983
64 H -5.0514 -2.1797 -0.7134  0.2270
65 H -8.9528 -2.0334 -0.0417  0.2267
66 H -8.4836 -3.1868 1.1876  0.2058
67 H -9.8233 -2.0608 1.5238  0.2239

## Properties
ΔE to the lowest compared entry with this formula, charge and spin = 2097.5 kJ/mol
HOMO energy = -0.2898 hartree
charge = 0
LUMO level = 0.6 eV
frontier orbital gap = 8.479 eV


(2)
Formula: C24H34N6O3
Source: the OMol25 dataset
Level of theory: ωB97M-V with the def2-TZVPD basis set

Last column: natural (NBO) charge in e.
CARTESIAN COORDINATES (ANGSTROEM)
1 C -1.4156 -4.1254 1.6147  -0.6096
2 H -1.6979 -3.5661 2.5031  0.2039
3 H -1.7373 -5.1553 1.7511  0.2086
4 H -1.9441 -3.7105 0.7596  0.2106
5 C 0.0910 -4.0690 1.3750  -0.2126
6 C 0.4639 -4.9778 0.2053  -0.5983
7 H 0.1406 -5.9987 0.3943  0.2070
8 H -0.0164 -4.6264 -0.7049  0.2058
9 H 1.5405 -4.9833 0.0496  0.2034
10 C 0.5519 -2.6414 1.0657  -0.4171
11 C 0.4575 -1.7009 2.2714  -0.2067
12 N 0.9065 -0.3729 1.9249  -0.2132
13 N 2.0791 -0.0353 2.3507  0.2311
14 O 2.5350 1.0603 2.0083  -0.4702
15 C 0.0590 0.4302 1.0455  -0.0702
16 H -0.8341 -0.1678 0.8494  0.2406
17 C 0.7962 0.6725 -0.2789  -0.2502
18 N -0.1185 1.2265 -1.2521  -0.2877
19 N -1.1092 0.3356 -1.6415  0.3576
20 O -1.0592 -0.8860 -1.3997  -0.5162
21 C 0.4279 1.9044 -2.4257  -0.0452
22 C -0.7318 2.7528 -2.9702  -0.2137
23 N -1.9754 2.2808 -2.3743  -0.2631
24 N -2.0622 0.8902 -2.3095  0.3650
25 O -3.0312 0.2673 -2.7713  -0.4826
26 C -3.1645 2.8737 -2.9407  -0.4184
27 H -3.2481 2.6962 -4.0181  0.1916
28 H -4.0322 2.4394 -2.4501  0.2390
29 H -3.1299 3.9428 -2.7465  0.2115
30 H -0.6276 3.7985 -2.6741  0.2177
31 H -0.7736 2.7050 -4.0680  0.1859
32 H 1.2369 2.5428 -2.0653  0.2262
33 C 0.9731 0.9479 -3.5085  -0.4502
34 C 2.0712 0.0540 -2.9974  -0.0443
35 C 3.3138 0.5852 -2.6735  -0.1685
36 C 4.3107 -0.2246 -2.1607  -0.2180
37 C 4.0779 -1.5764 -1.9711  -0.2133
38 C 2.8480 -2.1164 -2.3058  -0.2062
39 C 1.8496 -1.3062 -2.8184  -0.2098
40 H 0.8852 -1.7312 -3.0558  0.2296
41 H 2.6593 -3.1700 -2.1640  0.2170
42 H 4.8546 -2.2067 -1.5645  0.2162
43 H 5.2694 0.2009 -1.9051  0.2158
44 H 3.5012 1.6394 -2.8229  0.1969
45 H 0.1587 0.3336 -3.9007  0.2215
46 H 1.3553 1.5638 -4.3267  0.2254
47 H 1.6017 1.3911 -0.1283  0.2483
48 H 1.2251 -0.2772 -0.6161  0.2309
49 C -0.3598 1.7415 1.7299  -0.4595
50 C -1.1878 1.4312 2.9440  0.0739
51 C -0.6023 1.3614 4.2012  -0.2454
52 C -1.3561 1.0155 5.3090  -0.2027
53 C -2.7042 0.7331 5.1712  -0.2258
54 C -3.2960 0.7990 3.9209  -0.1935
55 C -2.5410 1.1433 2.8143  -0.2541
56 H -3.0057 1.1913 1.8393  0.2097
57 H -4.3476 0.5795 3.8076  0.2117
58 H -3.2931 0.4635 6.0354  0.2127
59 H -0.8894 0.9665 6.2818  0.2135
60 H 0.4501 1.5798 4.3119  0.2185
61 H 0.5334 2.3020 2.0068  0.2392
62 H -0.9341 2.3261 1.0090  0.2253
63 H 1.1045 -2.0555 3.0764  0.2241
64 H -0.5692 -1.6352 2.6395  0.2057
65 H -0.0508 -2.2555 0.2411  0.2288
66 H 1.5951 -2.6640 0.7399  0.2063
67 H 0.6082 -4.4226 2.2745  0.1898

## Properties
ΔE to the lowest compared entry with this formula, charge and spin = 973.1 kJ/mol
HOMO energy = -0.2975 hartree
charge = 0
LUMO level = 0.5 eV
frontier orbital gap = 8.637 eV


(3)
Formula: C24H34NP2SV
Source: the OMol25 dataset
Level of theory: ωB97M-V with the def2-TZVPD basis set

Last column: natural (NBO) charge in e.
CARTESIAN COORDINATES (ANGSTROEM)
1 V 0.3071 -0.2393 -0.2122  0.5776
2 S -0.3426 -1.6690 4.1185  0.2685
3 C -0.3647 0.0801 4.2130  -0.2350
4 C -0.5659 0.8846 5.3131  -0.2261
5 C -0.5474 2.2739 5.1588  -0.3002
6 C -0.3193 2.8223 3.8989  -0.1981
7 C -0.1126 2.0236 2.7864  -0.3119
8 C -0.1372 0.6223 2.9204  0.2214
9 N 0.0313 -0.2783 1.9343  -0.6101
10 C -0.0488 -1.5610 2.3772  -0.0008
11 C -0.0490 -2.6575 1.4848  -0.1563
12 C -0.2251 -3.9876 1.9247  -0.2571
13 C -0.2820 -5.0254 1.0050  -0.2372
14 C -0.1737 -4.7596 -0.3518  -0.3057
15 C -0.0108 -3.4273 -0.7789  -0.2126
16 C 0.0559 -2.3481 0.0855  -0.3796
17 H -0.7378 0.4445 6.2885  0.2018
18 H -0.7041 2.9158 6.0162  0.1955
19 H -0.2975 3.9004 3.7837  0.1945
20 H 0.0775 2.4615 1.8127  0.2041
21 H -0.3190 -4.2090 2.9839  0.1908
22 H -0.4150 -6.0437 1.3555  0.1882
23 H -0.2144 -5.5669 -1.0756  0.1842
24 H 0.0670 -3.2537 -1.8532  0.1546
25 C 0.5946 -0.9990 -3.9026  -0.9461
26 P -0.2556 -0.0841 -2.5674  1.0381
27 C -0.2017 1.6267 -3.2281  -0.9532
28 C -2.0174 -0.5396 -2.9107  -0.7300
29 C -2.9472 0.1597 -1.9156  -0.7147
30 P -2.2780 -0.0144 -0.2004  0.9677
31 C -3.1781 1.2956 0.7116  -0.9441
32 C -3.1127 -1.5137 0.4144  -0.9476
33 H 0.1704 -0.7753 -4.8847  0.2106
34 H 0.5108 -2.0690 -3.7107  0.2429
35 H 1.6514 -0.7365 -3.8947  0.2430
36 H -0.6418 1.7027 -4.2261  0.2099
37 H 0.8409 1.9452 -3.2630  0.2456
38 H -0.7281 2.2992 -2.5494  0.2295
39 H -2.0804 -1.6244 -2.7785  0.2344
40 H -2.2972 -0.3119 -3.9449  0.2092
41 H -3.9685 -0.2280 -1.9787  0.2184
42 H -2.9977 1.2306 -2.1363  0.2167
43 H -4.2640 1.2095 0.6200  0.2104
44 H -2.8643 2.2791 0.3598  0.2275
45 H -2.8981 1.2185 1.7640  0.2554
46 H -4.2013 -1.4375 0.3496  0.2057
47 H -2.8114 -1.6616 1.4536  0.2576
48 H -2.7529 -2.3787 -0.1442  0.2597
49 C 4.4728 0.1361 0.2013  -0.5932
50 C 3.5171 -0.1086 -0.9775  -0.1178
51 C 3.9696 0.7669 -2.1550  -0.5920
52 C 3.6003 -1.5851 -1.3755  -0.5936
53 C 2.1104 0.2028 -0.5512  -0.6168
54 H 5.5065 -0.1085 -0.0681  0.1837
55 H 4.1769 -0.4767 1.0535  0.2178
56 H 4.4365 1.1833 0.5115  0.1973
57 H 4.9860 0.5114 -2.4761  0.1877
58 H 3.9554 1.8233 -1.8744  0.1976
59 H 3.3026 0.6417 -3.0119  0.1901
60 H 4.6172 -1.8643 -1.6738  0.1808
61 H 2.9243 -1.7973 -2.2066  0.1974
62 H 3.2843 -2.2139 -0.5423  0.2268
63 H 1.9882 1.2956 -0.2923  0.1371

## Properties
<S²> = 3.960
ΔE to the lowest compared entry with this formula, charge and spin = 0.0 kJ/mol
multiplicity = 4
HOMO energy (spin up / spin down) = -0.0438 / -0.1250 hartree
charge = -1
LUMO level (spin up / spin down) = 2.7 / 2.7 eV
frontier orbital gap (spin up / spin down) = 3.882 / 6.058 eV


What is the formula in the second record?
C24H34N6O3